No. 1
144
Properties=species:S:1:pos:R:3:forces:R:3 method="wB97M-V/def2-TZVPD" homo_lumo_gap_ev=5.734 mol_weight_g_mol=1228.3 e_homo_ev=-7.68 smiles="CC(C)=CCC[C@@H](C)CCc1cc2c(c(S(=O)(=O)F)c1)C(=O)N(CCCS(=O)(=O)O)C2=O.O=[N+]([O-])c1ccccc1.O=[N+]([O-])c1ccccc1.O=[N+]([O-])c1ccccc1.O=[N+]([O-])c1ccccc1.O=[N+]([O-])c1ccccc1.O=[N+]([O-])c1ccccc1"
C 3.27652 -0.61018 -0.01399 0.48 -1.18 -0.50
C 4.42111 -0.84618 -1.16638 1.40 2.07 -2.13
C 5.10066 -2.35317 -1.25562 0.41 0.58 0.41
C 4.93898 0.17603 -2.11550 -1.23 -2.23 2.19
C 4.15678 1.51991 -2.63461 1.15 -0.25 0.03
C 2.54902 1.32440 -2.90923 -0.52 0.82 1.06
C 1.93805 2.51166 -3.90176 1.22 0.57 0.83
C 2.49843 3.94407 -3.24463 0.11 -0.43 -0.08
C 2.53580 2.46429 -5.43138 -0.88 0.73 -0.71
C 1.41030 1.95336 -6.55817 -0.10 -1.00 1.82
C 0.99543 0.42744 -6.10312 -1.30 -2.97 0.49
C -0.62052 0.04892 -5.89482 3.54 -3.67 0.81
C -0.93189 -1.47923 -5.39131 3.05 0.71 -0.83
C 0.25050 -2.57818 -5.10730 0.43 2.44 -1.12
C 1.83980 -2.25849 -5.34801 -4.13 3.73 -0.36
S 3.13620 -3.57235 -5.01476 4.54 -3.10 -4.18
O 2.78780 -4.87797 -5.76855 0.31 4.96 3.72
O 4.55007 -3.07057 -5.48455 -5.80 -0.97 2.78
F 3.21881 -3.90311 -3.29936 -0.65 1.02 -3.53
C 2.19989 -0.70732 -5.85970 -3.09 -1.09 0.72
C -0.55216 -3.90660 -4.58065 2.07 -3.61 -0.48
O -0.23545 -5.19937 -4.70396 -2.46 8.99 1.13
N -1.79599 -3.24953 -3.94578 -0.53 -0.36 -1.28
C -1.55146 -2.58205 -2.58503 0.54 0.43 1.73
C -2.45216 -1.22120 -2.35195 -0.26 -0.03 0.11
C -2.27198 -0.63421 -0.79617 0.33 -0.94 -0.61
S -3.40462 0.89822 -0.65369 0.44 7.17 -2.45
O -3.79731 1.45464 -2.06264 0.95 -3.23 4.36
O -2.66528 2.09147 0.06810 -2.86 -5.54 -1.36
O -4.90418 0.50825 0.12366 2.10 -1.08 -2.05
C -2.31718 -2.27189 -5.02030 -3.11 0.68 -1.53
O -3.56264 -2.19440 -5.49569 8.40 -0.36 3.35
H 3.79553 -0.65532 1.05622 -0.92 0.25 -2.49
H 2.68705 0.40006 -0.10284 1.17 -2.06 -0.07
H 2.56444 -1.56790 -0.04328 1.61 2.48 0.00
H 5.45528 -2.59456 -2.36366 -1.04 0.56 2.43
H 4.36656 -3.19170 -0.83831 1.56 1.96 -1.04
H 6.06768 -2.37009 -0.59549 -1.82 -0.06 -1.04
H 6.05635 0.02052 -2.50094 -2.84 0.05 0.37
H 4.68569 1.84058 -3.65418 -1.08 -0.74 2.17
H 4.40626 2.39912 -1.87235 -0.89 -1.76 -1.66
H 2.01324 1.50301 -1.85762 1.01 -0.45 -2.27
H 2.24914 0.24060 -3.23674 0.86 2.04 0.43
H 0.76006 2.49870 -3.83933 2.35 -0.07 -0.37
H 3.59644 4.13908 -3.63984 -2.38 -0.37 0.89
H 1.83022 4.86169 -3.52956 1.25 -1.80 0.46
H 2.54157 3.82616 -2.08120 -0.20 0.38 -2.16
H 3.50850 1.80826 -5.49020 -1.93 1.35 0.09
H 2.78527 3.58064 -5.73758 -0.54 -2.78 0.81
H 1.82414 1.95870 -7.65284 -0.86 0.02 2.13
H 0.43690 2.63029 -6.41771 2.19 -1.52 -0.59
H -1.49800 0.80314 -6.07268 2.03 -1.55 0.39
H 3.33498 -0.39735 -6.05080 -2.81 -0.90 0.57
H -1.79942 -3.37319 -1.72609 0.42 1.71 -2.03
H -0.42967 -2.27190 -2.41559 -1.92 -0.66 -0.61
H -3.58090 -1.54448 -2.55767 2.39 1.05 0.44
H -2.11834 -0.31001 -3.04725 -0.91 -2.27 1.34
H -1.17099 -0.20510 -0.62826 -2.60 -0.86 -0.27
H -2.56807 -1.42549 0.02304 0.59 1.73 -1.57
H -5.35141 -0.15126 -0.51241 0.79 1.37 1.13
C -7.54726 -0.32136 -4.06094 -0.08 -0.04 0.06
C -8.57285 -1.26792 -4.07928 0.02 0.26 0.30
C -9.52736 -1.28540 -3.06046 0.01 0.07 0.05
C -9.44753 -0.34310 -2.02582 0.67 -0.03 -0.75
C -8.41455 0.60336 -2.00083 -0.05 -0.06 0.01
C -7.46414 0.60919 -3.02375 -0.24 -0.23 0.02
N -10.46253 -0.34007 -0.96552 -0.99 -0.01 1.01
O -11.34957 -1.20531 -1.01271 1.30 1.28 0.09
O -10.37691 0.52956 -0.08663 -0.13 -1.28 -1.26
H -6.80857 -0.30808 -4.86055 -0.13 -0.02 0.18
H -8.63008 -1.99086 -4.89023 -0.02 0.13 0.21
H -10.32045 -2.02940 -3.08920 0.12 0.29 0.20
H -8.33776 1.33724 -1.20129 -0.21 -0.25 -0.12
H -6.66017 1.34186 -3.01494 -0.14 -0.13 0.06
C -0.15435 0.88381 5.04587 0.21 -0.03 -0.11
C 0.72330 1.13887 3.99097 -0.29 -0.48 -0.16
C 0.73531 0.30278 2.87285 0.02 0.02 -0.04
C -0.14307 -0.78825 2.81937 0.05 0.51 0.67
C -1.01981 -1.05111 3.88036 -0.04 0.03 0.05
C -1.02070 -0.20954 4.99456 0.25 0.00 -0.43
N -0.15308 -1.65602 1.63558 0.12 -0.47 -0.57
O 0.65072 -1.40164 0.72623 -1.67 -0.42 1.24
O -0.96707 -2.59029 1.61131 1.00 1.08 -0.16
H -0.16401 1.54183 5.91312 0.23 -0.72 -0.84
H 1.39654 1.99210 4.03896 -0.11 -0.21 -0.06
H 1.42521 0.51510 2.05902 -0.23 -0.23 0.07
H -1.70334 -1.89719 3.85418 0.25 0.16 -0.19
H -1.69968 -0.40342 5.82199 0.15 0.00 -0.17
C -2.45528 7.16230 7.48765 0.04 -0.14 0.02
C -1.91827 6.41777 6.43625 -0.03 -0.18 0.35
C -1.54107 5.08912 6.64073 -0.02 -0.01 0.07
C -1.71107 4.51208 7.90679 -0.26 0.94 -0.19
C -2.24276 5.25955 8.96606 0.00 -0.01 -0.03
C -2.61371 6.58825 8.75017 0.16 -0.25 -0.30
N -1.34016 3.10823 8.12148 0.13 -1.04 0.77
O -0.85552 2.48608 7.16453 -0.98 1.30 2.01
O -1.53659 2.62446 9.24550 0.36 0.71 -1.90
H -2.75316 8.19623 7.32191 0.07 -0.22 0.04
H -1.79650 6.87263 5.45552 0.00 -0.16 0.20
H -1.12417 4.52230 5.81112 -0.11 -0.03 0.32
H -2.37556 4.82576 9.95497 0.11 -0.08 -0.34
H -3.03021 7.17591 9.56530 0.10 -0.18 -0.14
C 2.30711 -4.46194 6.27865 0.04 0.06 -0.13
C 1.85027 -4.70863 4.98305 0.32 0.28 0.06
C 2.46002 -4.08160 3.89473 0.05 0.06 0.02
C 3.53437 -3.20892 4.11603 -0.47 -0.43 0.77
C 3.99004 -2.95352 5.41626 -0.05 -0.05 -0.03
C 3.37044 -3.58429 6.49695 -0.11 -0.07 -0.36
N 4.19600 -2.56640 2.97415 0.53 0.45 -0.98
O 3.75143 -2.80309 1.84100 0.75 0.12 1.82
O 5.16335 -1.82775 3.20799 -1.37 -0.99 -0.42
H 1.83213 -4.95755 7.12362 0.14 0.12 -0.16
H 1.02006 -5.39278 4.82110 0.18 0.16 -0.03
H 2.09229 -4.28441 2.89124 0.25 0.17 0.15
H 4.81962 -2.27472 5.60277 -0.20 -0.15 -0.27
H 3.71882 -3.39492 7.50987 -0.08 0.00 -0.23
C -2.96547 -6.84460 9.41569 0.09 0.10 -0.02
C -1.70320 -6.99185 9.99288 -0.08 0.33 -0.22
C -0.73388 -6.00232 9.81782 -0.04 0.05 -0.04
C -1.04231 -4.86208 9.06317 -0.68 -0.73 0.13
C -2.30617 -4.71528 8.47618 0.03 -0.03 0.03
C -3.26644 -5.71291 8.65589 0.38 -0.03 0.17
N -0.03605 -3.80651 8.89674 0.79 1.11 -0.19
O 1.07645 -3.98216 9.41558 -1.50 0.25 -0.76
O -0.35764 -2.79879 8.25089 0.54 -1.53 0.94
H -3.71985 -7.61621 9.55968 0.16 0.16 -0.04
H -1.47569 -7.87740 10.58244 0.00 0.22 -0.13
H 0.24504 -6.13196 10.27418 -0.20 0.24 -0.19
H -2.55734 -3.83783 7.88395 0.27 -0.14 0.21
H -4.25148 -5.60681 8.20681 0.23 0.03 0.08
C 5.32657 5.59008 -10.66997 -0.04 -0.02 0.13
C 4.07189 6.12003 -10.36492 0.20 -0.18 0.30
C 3.56915 6.02515 -9.06582 0.05 -0.03 0.03
C 4.33684 5.39865 -8.07440 0.33 0.05 -0.93
C 5.59342 4.85895 -8.37965 -0.04 0.02 0.00
C 6.08443 4.95741 -9.68306 -0.37 0.16 0.10
N 3.82489 5.31828 -6.70111 -0.18 0.27 1.01
O 2.70085 5.79072 -6.47522 1.57 -0.76 -0.24
O 4.54723 4.78668 -5.84573 -0.91 0.92 -1.28
H 5.71679 5.67147 -11.68304 -0.09 -0.03 0.22
H 3.48653 6.61032 -11.13985 0.09 -0.10 0.21
H 2.58965 6.44324 -8.84416 0.28 -0.16 0.16
H 6.19763 4.36571 -7.62109 -0.31 0.18 -0.05
H 7.06010 4.54428 -9.92932 -0.21 0.07 0.11

No. 2
22
Properties=species:S:1:pos:R:3:forces:R:3 method="wB97M-V/def2-TZVPD" homo_lumo_gap_ev=9.064 mol_weight_g_mol=148.2 e_homo_ev=-8.69
C 1.95714 0.01350 -0.60676 0.04 -0.05 -0.08
C 1.21244 0.25432 0.70037 -0.19 -0.37 -0.26
O 1.75763 1.35776 1.40183 -0.01 0.19 0.01
C -0.31333 0.47289 0.53779 -0.74 0.32 1.09
C -1.10259 -0.54815 -0.29179 0.71 3.88 2.67
C -1.25578 -0.10922 -1.74237 -2.42 -4.94 2.49
O -2.28358 0.72555 -1.96130 -3.29 1.68 2.98
C 1.38291 -0.92057 1.65582 0.15 -0.33 0.14
O 1.47489 -2.07315 1.31345 -0.13 0.47 0.00
H 3.03534 -0.04507 -0.40790 -0.29 -0.02 -0.05
H 1.77739 0.84153 -1.30471 0.02 -0.14 0.11
H 1.63945 -0.92456 -1.07872 0.08 0.21 0.10
H 1.67638 2.14630 0.84936 0.01 -0.12 0.10
H -0.46115 1.47788 0.11554 -0.03 -0.20 -0.04
H -0.74216 0.52299 1.55031 0.33 0.11 0.00
H -0.58011 -1.51848 -0.24384 -0.99 0.04 0.62
H -1.67188 -1.32665 -1.55310 0.18 1.70 -4.24
H -0.32880 0.17298 -2.26020 -0.34 -0.88 0.08
H 1.39053 -0.63261 2.73205 -0.02 -0.01 -0.22
O -2.77492 -0.35482 0.30410 3.06 -1.05 -2.09
H -3.00829 0.70257 -0.96644 3.36 -0.49 -3.60
H -2.78150 -0.23498 1.25650 0.50 -0.01 0.18

No. 3
67
Properties=species:S:1:pos:R:3:forces:R:3 method="wB97M-V/def2-TZVPD" total_charge=+1 homo_lumo_gap_ev=5.949 mol_weight_g_mol=435.6 e_homo_ev=-10.84
C -3.17212 -2.28198 3.23935 0.02 -0.45 -0.09
C -3.07565 -0.86127 3.82024 0.02 0.11 0.35
C -3.14384 0.11435 2.65193 -0.09 -0.27 -0.35
N -2.93380 -0.72449 1.43803 -0.45 0.59 0.94
N -3.54836 -0.33061 0.30608 -0.25 0.29 -1.51
C -4.02813 0.83469 0.09602 0.33 -0.02 0.31
C -3.26304 -2.14369 1.72452 -0.43 0.27 -0.36
H -2.29322 -2.88032 3.50934 -0.29 0.07 0.12
H -4.07621 -2.79214 3.59117 0.40 0.00 0.10
H -3.91614 -0.67500 4.49802 0.39 0.01 0.03
H -2.13700 -0.73351 4.36904 -0.25 -0.03 0.07
H -4.12975 0.60889 2.61719 0.21 -0.23 -0.12
H -2.38627 0.90838 2.70557 -0.12 -0.18 -0.08
H -4.45386 1.01272 -0.90030 0.12 -0.10 0.54
H -4.03386 1.66014 0.83013 0.11 -0.35 -0.38
H -2.58474 -2.80379 1.16928 -0.29 0.23 0.25
H -4.28394 -2.35739 1.35038 0.47 0.14 0.22
C 1.51933 6.97813 1.38513 0.36 0.13 0.03
C 0.86447 5.60638 1.45691 -0.30 0.21 0.44
N 1.83273 4.54196 1.70801 0.02 -1.20 -0.36
C 1.36152 3.22880 1.56867 0.13 0.36 -0.14
C 1.42077 2.28379 2.62043 0.04 -0.16 0.00
C 0.88597 1.01139 2.45960 -0.08 0.08 -0.17
C 0.40416 0.56427 1.19460 -0.20 0.65 0.16
C -0.07368 -0.77347 1.02000 1.41 -0.29 -0.18
C 0.24369 -1.56986 -0.11345 0.02 -0.14 -0.30
C 1.22572 -1.19401 -1.08763 0.03 -0.06 -0.07
C 1.50646 -1.98759 -2.18880 0.01 0.04 0.32
C 0.71447 -3.12839 -2.44808 -0.29 -0.07 -0.53
N 0.83277 -3.88677 -3.62685 0.20 0.08 0.84
C -0.24875 -3.69686 -4.59715 0.08 0.14 -0.38
C -0.18316 -4.73224 -5.71928 0.18 -0.32 -0.11
O 1.13733 -4.92010 -6.23394 -0.17 0.12 0.79
C 2.08389 -5.22406 -5.20527 -0.13 0.03 -0.38
C 2.17069 -4.09725 -4.18334 -0.20 0.34 -0.26
C -0.25070 -3.52531 -1.49418 0.03 0.04 0.17
C -0.37222 -2.84413 -0.30353 -0.23 0.11 -0.21
C 0.41496 1.51035 0.12525 0.03 0.18 0.22
C 0.82282 2.81944 0.32442 -0.12 -0.42 -0.02
C 2.85365 4.79930 2.71147 -0.17 0.32 0.53
C 3.47585 6.16912 2.44719 -0.20 0.18 0.10
O 2.47803 7.18548 2.41716 -0.07 -0.47 -0.22
H 1.99134 7.09764 0.39468 -0.04 0.14 0.24
H 0.76016 7.75356 1.55778 0.21 -0.25 -0.36
H 0.11776 5.63256 2.27646 0.15 -0.16 -0.28
H 0.35612 5.40226 0.51019 -0.06 0.11 0.24
H 1.85696 2.58822 3.57593 -0.25 -0.24 -0.33
H 0.88775 0.31666 3.30491 -0.03 0.25 -0.25
H -0.51662 -1.27540 1.88057 0.08 0.11 -0.20
H 1.80262 -0.28098 -0.93941 -0.15 -0.30 -0.03
H 2.30269 -1.71479 -2.88579 -0.31 -0.02 0.29
H -1.20377 -3.80677 -4.06666 0.15 0.21 -0.24
H -0.18321 -2.69010 -5.06459 -0.05 -0.26 0.38
H -0.59630 -5.69133 -5.34534 0.23 0.26 -0.27
H -0.76130 -4.36957 -6.58348 0.00 -0.28 0.45
H 1.81413 -6.16042 -4.67617 0.09 0.27 -0.33
H 3.03833 -5.33453 -5.74046 -0.26 -0.10 0.38
H 2.55771 -3.18485 -4.67346 0.01 -0.23 0.09
H 2.83894 -4.40533 -3.36974 -0.08 0.19 -0.17
H -0.84057 -4.42111 -1.70129 0.33 0.20 0.22
H -0.95975 -3.27614 0.50218 -0.01 0.19 -0.27
H 0.05768 1.19531 -0.85479 -0.03 0.18 0.26
H 0.79129 3.53699 -0.49749 0.00 -0.29 0.23
H 2.42155 4.79544 3.73298 0.21 0.00 -0.25
H 3.63969 4.03281 2.64114 -0.31 0.15 0.05
H 4.13628 6.45787 3.27908 -0.06 -0.25 -0.44
H 4.02970 6.12869 1.48944 -0.11 0.16 0.32

No. 4
94
Properties=species:S:1:pos:R:3:forces:R:3 method="wB97M-V/def2-TZVPD" homo_lumo_gap_ev="5.488 / 5.723" s_squared=6.05 mol_weight_g_mol=969.0 e_homo_ev="-4.87 / -7.34" multiplicity=5
Ir 0.16683 -0.84762 -0.01425 0.37 -0.60 0.10
C 4.24916 2.66011 -0.63957 0.05 -0.02 -0.05
C 4.56150 3.31259 0.67214 -0.15 0.00 0.02
C 5.80596 3.89009 0.88922 0.02 0.01 0.07
C 6.10461 4.54677 2.06927 0.03 0.03 0.02
C 5.14392 4.65115 3.06167 0.03 0.10 0.02
C 3.90220 4.07663 2.87298 -0.02 -0.06 -0.01
C 3.60741 3.39701 1.69494 0.36 0.14 0.11
N 2.31619 2.85943 1.53695 -0.24 0.27 -0.01
C 2.01054 1.57361 1.15775 -0.07 0.00 0.22
N 2.99754 0.69277 1.39752 0.22 0.45 0.15
C 3.14001 -0.68409 1.16197 -0.20 -0.76 -0.32
C 2.09565 -1.49254 0.68784 -0.49 0.26 -0.08
C 2.40356 -2.85183 0.54429 0.16 -0.03 0.03
C 3.64704 -3.37800 0.82531 -0.03 -0.03 0.00
C 4.65504 -2.54804 1.28054 -0.08 0.04 0.03
C 4.41807 -1.19729 1.46011 0.08 -0.05 0.02
C 5.53529 -0.32918 1.98096 -0.13 -0.11 -0.09
N 0.83575 1.29132 0.67989 -0.07 -0.17 -0.35
C -0.05165 2.37930 0.52051 -0.01 0.26 0.10
C -0.03449 3.11010 -0.66636 0.00 0.10 0.19
C -0.86844 4.19784 -0.83014 0.10 0.09 0.00
C -1.74290 4.55677 0.18385 0.02 0.12 0.08
C -1.75677 3.83852 1.36642 -0.12 0.13 -0.15
C -0.91193 2.75424 1.56072 0.16 -0.24 -0.09
C -0.87865 2.05182 2.88663 0.03 -0.02 0.04
H 4.86479 3.09190 -1.42483 0.01 0.02 -0.07
H 3.20100 2.79585 -0.89941 -0.05 -0.02 -0.07
H 4.44608 1.58771 -0.61288 -0.03 -0.07 -0.04
H 6.54272 3.84698 0.09985 0.08 -0.04 -0.07
H 7.07749 4.99305 2.20664 0.10 0.04 0.01
H 5.35789 5.18498 3.97612 0.02 0.01 0.06
H 3.14077 4.15270 3.63652 -0.05 -0.05 0.07
H 1.53429 3.48878 1.64765 0.07 -0.09 -0.12
H 3.81512 1.11747 1.81386 -0.18 -0.02 -0.02
H 1.64546 -3.53517 0.19611 -0.07 0.07 -0.04
H 3.82791 -4.43481 0.69409 0.05 -0.12 -0.02
H 5.63013 -2.95623 1.50606 0.12 0.03 0.04
H 6.41767 -0.94165 2.14913 0.06 0.03 0.02
H 5.27620 0.13716 2.93298 0.03 0.13 0.10
H 5.80835 0.45301 1.27089 0.05 0.15 0.00
H 0.64828 2.81733 -1.44865 0.10 -0.06 -0.08
H -0.83264 4.76434 -1.74779 -0.04 0.04 -0.11
H -2.40259 5.40271 0.05678 -0.06 0.06 -0.01
H -2.42688 4.13162 2.16458 -0.05 0.00 0.06
H -1.88658 1.92147 3.27580 -0.06 -0.02 0.06
H -0.31944 2.64408 3.61596 0.02 -0.05 0.04
H -0.40086 1.07750 2.80286 0.02 -0.02 0.05
C -5.27044 -0.95982 1.62163 0.10 -0.07 0.13
C -4.04835 -0.82599 2.26385 -0.20 -0.01 0.12
C -2.90503 -0.50710 1.55892 0.24 0.31 -0.31
C -2.95579 -0.29537 0.17272 -0.98 -0.27 0.64
C -4.19738 -0.48578 -0.47401 0.29 0.00 -0.03
C -5.33017 -0.80690 0.24277 -0.15 -0.03 0.00
N -1.83233 0.04331 -0.53901 1.36 -0.67 0.11
C -2.02817 0.98171 -1.51135 -0.26 0.77 -0.66
C -3.06978 1.92995 -1.39858 0.02 -0.19 0.13
C -3.33178 2.83111 -2.40213 -0.11 0.07 -0.06
C -2.55001 2.85109 -3.54751 -0.04 0.05 0.01
C -1.46875 1.98803 -3.64160 0.01 0.10 -0.10
C -1.19471 1.08298 -2.63944 0.04 -0.26 0.14
H -6.15964 -1.18821 2.18950 -0.07 -0.06 0.02
H -3.98049 -0.97095 3.33101 -0.01 0.00 0.13
H -1.96297 -0.37780 2.07220 -0.06 0.01 -0.07
H -4.23860 -0.40546 -1.55076 -0.02 0.04 -0.05
H -6.27244 -0.93388 -0.27056 -0.06 -0.02 -0.08
H -3.64294 1.96016 -0.48342 -0.07 0.06 -0.04
H -4.14827 3.52890 -2.28414 -0.03 0.10 0.00
H -2.76745 3.54988 -4.34176 0.00 0.05 -0.08
H -0.83253 2.02464 -4.51353 0.08 -0.05 -0.06
H -0.34654 0.43085 -2.74055 0.09 -0.19 0.03
F -0.67223 -1.97082 -2.83638 -0.21 0.02 -0.05
C 0.45595 -1.86870 -2.05824 -0.12 0.38 0.02
F 0.93166 -3.15470 -2.05545 -0.01 -0.04 0.27
F 1.35710 -1.20447 -2.85791 -0.01 0.15 0.01
C -0.29831 -5.59902 -0.53674 0.59 -0.26 -0.04
N -1.50783 -4.83469 -0.62909 -0.43 0.71 0.60
C -1.87450 -3.82883 0.21011 -0.21 0.42 0.02
Se -0.83690 -2.98078 1.46936 0.23 -0.24 0.10
N -3.11867 -3.41332 -0.15030 0.72 -0.38 0.18
C -3.52585 -4.09895 -1.26064 0.01 -0.55 -0.55
C -4.67779 -4.01702 -2.02180 0.12 -0.16 -0.08
C -4.77232 -4.87646 -3.10753 -0.15 0.20 0.13
C -3.76209 -5.78173 -3.40731 0.20 -0.15 -0.05
C -2.60425 -5.87199 -2.64742 -0.09 0.18 0.14
C -2.49664 -5.01139 -1.56490 -0.84 0.06 -0.49
H 0.11483 -5.48110 0.46435 -0.02 0.02 -0.08
H 0.43273 -5.25920 -1.27127 -0.05 0.03 0.05
H -0.51831 -6.65058 -0.71757 -0.08 -0.01 0.05
H -3.60534 -2.64807 0.28950 0.10 0.01 0.07
H -5.45873 -3.31506 -1.77724 -0.09 0.08 0.00
H -5.64860 -4.83686 -3.73679 -0.07 -0.01 -0.04
H -3.87726 -6.42906 -4.26249 0.00 -0.07 -0.09
H -1.81867 -6.56484 -2.90196 0.09 -0.08 -0.02